# 1
Here is a 3-piece molecular cluster, C41H66BCl2FNO13PS3 overall at a distorted geometry from OMol25. Energies are from ωB97M-V with the def2-TZVPD basis set.

Properties
HOMO-LUMO gap   7.33 eV
M   1008.86 u
SMILES   CCC[C@]1(CP(=O)(O)O)C[C@@](CCCSC(=S)N(c2ccccc2)c2ccccc2)(B(O)CC)S(=O)(=O)O[C@@]1(F)/C(Cl)=C(\C)Cl.COCCOCCOC.COCCOCCOC
Net charge   0

Geometry as XYZ:
```
129
C41H66BCl2FNO13PS3 | OMol25 | ωB97M-V with the def2-TZVPD basis set
C -1.2909 4.0751 2.4289
C -0.1964 4.2390 1.2694
C -0.7036 4.4583 -0.2154
C -1.4842 5.8641 -0.5314
C -0.9984 7.0301 0.4627
P 0.7979 7.5374 0.4085
O 1.1657 8.1981 1.7626
O 1.9066 6.3438 -0.0677
O 0.9226 8.8107 -0.7641
C -3.0768 5.7120 -0.1616
C -3.9973 5.0007 -1.2634
C -4.8962 3.7539 -0.7020
C -4.1513 2.7779 0.3157
C -4.1755 1.2151 -0.1513
S -4.0653 0.0400 1.3025
C -4.6123 -1.6351 0.7440
S -6.0638 -2.2347 1.3771
N -3.8917 -2.5317 -0.1897
C -3.8524 -2.0179 -1.5715
C -5.0970 -2.3357 -2.4882
C -5.1609 -1.7913 -3.9616
C -4.0109 -0.9392 -4.5966
C -2.7912 -0.6279 -3.6939
C -2.7301 -1.1718 -2.2171
C -2.5764 -2.9712 0.3154
C -1.3964 -2.0692 0.7519
C -0.0255 -2.5761 1.2812
C 0.1902 -4.1029 1.4362
C -0.9951 -5.0434 1.0454
C -2.3595 -4.5243 0.4703
B -5.1711 6.1134 -1.6344
O -5.4417 6.6199 -2.9519
C -6.1167 6.8065 -0.4635
C -6.0178 8.4353 -0.5190
S -3.0625 4.3404 -2.7046
O -3.6493 4.5961 -4.0629
O -2.9871 2.8140 -2.6054
O -1.4621 4.8212 -2.7472
C -1.2341 6.1194 -2.0929
F 0.1790 6.3405 -2.4247
C -1.9679 7.3367 -2.7813
Cl -2.8368 8.7239 -1.9289
C -1.9584 7.5037 -4.2126
C -1.2294 6.5404 -5.2476
Cl -2.8023 8.9475 -5.0036
H -1.8916 3.0862 2.3787
H -0.6851 3.9735 3.4146
H -1.9605 4.9914 2.6022
H 0.5641 5.0196 1.6632
H 0.4070 3.2472 1.2714
H 0.2373 4.3801 -0.8887
H -1.3364 3.5393 -0.5292
H -1.6090 8.0111 0.3653
H -1.2167 6.7166 1.5576
H 2.2771 6.5279 -0.9670
H 1.7640 8.6370 -1.2428
H -3.4155 6.8165 -0.0449
H -3.2242 5.2712 0.8957
H -5.8499 4.1256 -0.1587
H -5.3103 3.1052 -1.5683
H -4.7394 2.7798 1.3170
H -3.0892 3.0822 0.5847
H -5.1233 0.9731 -0.7699
H -3.2197 1.0394 -0.7692
H -5.9826 -2.9424 -2.1133
H -6.0697 -1.9852 -4.6330
H -4.0383 -0.5408 -5.6634
H -1.9149 0.0055 -4.0795
H -1.8124 -0.8679 -1.6184
H -1.5277 -0.9284 0.6495
H 0.7649 -1.7921 1.5361
H 1.1900 -4.4736 1.8507
H -0.8260 -6.1642 1.1997
H -3.1839 -5.2851 0.2063
H -6.4279 6.6606 -3.0066
H -5.6851 6.5192 0.5726
H -7.2157 6.4909 -0.5494
H -7.0302 8.9196 -0.2715
H -5.7167 8.7820 -1.5663
H -5.2676 8.8385 0.2598
H -0.1266 6.4635 -4.8980
H -1.6238 5.4723 -5.2801
H -1.1715 6.9904 -6.3070
C 1.1119 -9.9365 3.3934
O 2.0748 -9.7329 2.3628
C 1.6836 -8.7915 1.3762
C 2.4951 -7.4880 1.3527
O 2.6046 -6.6996 2.5316
C 3.1767 -7.2931 3.6908
C 4.6003 -7.8658 3.6273
O 4.7958 -8.8717 2.6398
C 5.6982 -8.5180 1.6029
H 0.6587 -10.9236 3.2762
H 1.6299 -9.9271 4.3548
H 0.3379 -9.1650 3.4138
H 0.6174 -8.5639 1.4361
H 1.8463 -9.2834 0.4101
H 2.0123 -6.8373 0.6136
H 3.4884 -7.6521 0.9424
H 2.4791 -8.0171 4.1013
H 3.1999 -6.4948 4.4419
H 4.7795 -8.3601 4.5907
H 5.3369 -7.0656 3.5420
H 5.9540 -7.4554 1.5947
H 5.2375 -8.7700 0.6438
H 6.6064 -9.1230 1.6917
C 4.2019 -4.3446 1.7243
O 4.9394 -3.1263 1.7837
C 6.1298 -3.2029 2.5510
C 7.4356 -3.0767 1.7531
O 7.6894 -3.9581 0.6680
C 6.7768 -3.9797 -0.4224
C 6.4991 -2.6890 -1.2064
O 6.0117 -1.6062 -0.4212
C 6.8808 -0.4870 -0.3495
H 3.2913 -4.2454 2.3177
H 3.8994 -4.5129 0.6880
H 4.7780 -5.2109 2.0574
H 6.1563 -4.1052 3.1656
H 6.0972 -2.3526 3.2425
H 8.2499 -3.2538 2.4652
H 7.5966 -2.0529 1.4254
H 5.8526 -4.4538 -0.1044
H 7.2033 -4.6889 -1.1413
H 5.6950 -2.9233 -1.9158
H 7.3682 -2.4009 -1.7991
H 7.8837 -0.6923 -0.7313
H 6.9650 -0.1822 0.6971
H 6.4352 0.3524 -0.8936
```

Results of the Mulliken charge analysis, in e, for atoms 1 through 2: number 1, C, carries -0.765; number 2, C, carries -0.532

***

# 2
Here is C31H41Br2MgN6O3PS as an isolated structure from OMol25. Energies are from ωB97M-V with the def2-TZVPD basis set.

Properties
HOMO-LUMO gap   7.25 eV
M   792.86 u
ΔE to the lowest compared entry with this formula, charge and spin   6.0 kcal/mol
Net charge   0

Geometry as XYZ:
```
86
C31H41Br2MgN6O3PS | OMol25 | ωB97M-V with the def2-TZVPD basis set
Mg -0.2294 0.0547 0.4159
C 6.0985 -0.4804 0.8533
C 5.3344 0.8054 1.1365
N 4.5893 1.3096 -0.0133
C 5.3091 2.1783 -0.9488
C 5.8279 1.4492 -2.1814
C 3.3248 0.9083 -0.2714
S 2.5753 -0.2461 0.7338
N 2.8191 1.4694 -1.4020
C 1.5485 1.4487 -1.7357
O 0.5515 1.0605 -1.0675
C 1.2385 1.9735 -3.1135
C -0.0710 1.9186 -3.5817
C -0.3806 2.3953 -4.8475
C 0.6143 2.9365 -5.6500
C 1.9227 2.9922 -5.1867
C 2.2337 2.5115 -3.9246
H 6.5739 -0.8401 1.7673
H 6.8780 -0.3305 0.1055
H 5.4127 -1.2497 0.4995
H 6.0199 1.5966 1.4459
H 4.6257 0.6400 1.9449
H 6.1379 2.6151 -0.3906
H 4.6488 2.9883 -1.2511
H 6.5824 0.7066 -1.9224
H 6.2791 2.1625 -2.8742
H 5.0059 0.9479 -2.6904
H -0.8374 1.5066 -2.9382
H -1.4017 2.3516 -5.2053
H 0.3703 3.3232 -6.6315
H 2.7008 3.4131 -5.8109
H 3.2476 2.5431 -3.5494
C 0.0176 3.1313 2.0121
C -0.0647 1.9576 2.9406
C -0.0618 2.1406 4.3427
C -0.1386 1.0583 5.1617
C -0.2017 -0.2467 4.6149
C -0.3187 -1.4305 5.3886
Br -0.3577 -1.3464 7.2820
C -0.4169 -2.6448 4.7809
C -0.3652 -2.7343 3.3825
Br -0.5367 -4.4558 2.5938
C -0.2011 -1.6440 2.5423
O -0.1047 -1.7526 1.2583
C -0.1642 -0.3515 3.2130
N -0.1202 0.7619 2.4153
H -0.5409 3.9815 2.4035
H -0.3666 2.8800 1.0239
H 1.0605 3.4363 1.8943
H -0.0103 3.1425 4.7473
H -0.1598 1.1802 6.2360
H -0.5324 -3.5440 5.3695
C -1.8219 -4.7023 -2.3182
N -1.4046 -3.9834 -1.0486
C 0.1267 -4.0010 -0.9588
N 0.7004 -3.4362 -2.1274
C 0.2403 -4.1320 -3.3193
N -1.2149 -4.1126 -3.4634
C -1.7062 -2.7429 -3.7207
P -1.3201 -1.4936 -2.3878
C -1.9305 -2.5734 -1.0030
C 0.4741 -1.9879 -2.1863
H -2.9092 -4.6510 -2.3735
H -1.5003 -5.7395 -2.2077
H -1.7667 -4.4708 -0.2272
H 0.4027 -5.0528 -0.8609
H 0.3873 -3.4430 -0.0592
H 0.5722 -5.1718 -3.2693
H 0.6838 -3.6633 -4.1967
H -2.7912 -2.7822 -3.8482
H -1.2890 -2.4049 -4.6711
H -3.0206 -2.6073 -1.0069
H -1.6150 -2.1579 -0.0489
H 0.8742 -1.5618 -1.2621
H 1.0585 -1.5491 -2.9979
C -4.4694 -0.2992 -0.0204
C -3.3239 0.6790 0.2471
C -3.4860 1.3204 1.6257
O -2.1110 0.0383 0.1249
H -5.4516 0.1546 0.1331
H -4.3761 -1.1561 0.6546
H -4.4250 -0.6573 -1.0530
H -3.4152 1.4900 -0.5020
H -3.3007 0.5710 2.4014
H -4.4882 1.7330 1.7703
H -2.7661 2.1303 1.7613
```

Results of the Mulliken charge analysis, in e, for atoms 1 through 2: number 1, Mg, carries 0.606; number 2, C, carries -0.976